Record 1
DFT (ωB97M-V with the def2-TZVPD basis set) results for a molecular structure, C25H31AuN5O5PS2.

Last column: natural (NBO) charge in e.
Cartesian coordinates (Å):
Au 0.38 0.47 0.30  0.73
C -3.80 -0.46 1.64  -0.24
C -4.59 0.46 0.97  -0.16
C -4.01 1.28 0.01  -0.23
C -2.66 1.15 -0.26  0.17
N -1.91 0.24 0.37  -0.50
C -2.46 -0.55 1.30  0.08
C -1.94 2.01 -1.26  0.18
C -2.56 3.09 -1.88  -0.23
C -1.82 3.87 -2.76  -0.16
C -0.50 3.54 -3.01  -0.25
C 0.03 2.43 -2.36  0.06
N -0.67 1.70 -1.50  -0.46
H -4.20 -1.10 2.42  0.24
H -5.64 0.56 1.21  0.22
H -4.62 1.99 -0.53  0.22
H -1.79 -1.24 1.80  0.26
H -3.59 3.34 -1.68  0.22
H -2.27 4.72 -3.24  0.22
H 0.11 4.12 -3.68  0.23
H 1.05 2.11 -2.53  0.21
N -2.05 3.95 7.44  -0.80
C -1.61 2.83 6.74  0.18
C -0.50 2.12 7.18  -0.28
C -0.08 0.98 6.50  -0.17
C -0.78 0.55 5.38  -0.32
C -1.90 1.25 4.94  -0.18
C -2.31 2.38 5.62  -0.27
S -0.23 -0.86 4.47  2.33
O 0.83 -1.46 5.24  -0.97
O -1.41 -1.65 4.17  -0.98
N 0.27 -0.27 3.09  -0.95
C 1.46 0.30 2.97  0.27
S 2.69 0.51 4.19  0.39
C 3.70 1.32 3.05  -0.49
C 3.10 1.36 1.84  -0.03
N 1.85 0.80 1.79  -0.65
H -1.36 4.41 8.02  0.38
H -2.62 4.60 6.92  0.38
H 0.04 2.45 8.06  0.21
H 0.78 0.42 6.83  0.24
H -2.44 0.90 4.07  0.23
H -3.19 2.93 5.28  0.20
H 4.67 1.69 3.32  0.24
H 3.53 1.78 0.95  0.21
C 3.22 -4.39 -3.00  -0.62
C 2.54 -3.05 -2.77  -0.07
O 1.36 -3.27 -2.00  -0.85
P 0.85 -2.05 -1.02  1.61
O 1.79 -2.17 0.28  -0.85
C 1.62 -3.06 1.41  -0.06
C 2.16 -4.44 1.11  -0.63
O -0.47 -2.82 -0.47  -0.84
C -1.50 -3.26 -1.37  -0.06
C -2.09 -2.15 -2.22  -0.64
H 4.11 -4.26 -3.62  0.21
H 2.53 -5.07 -3.51  0.21
H 3.51 -4.83 -2.05  0.21
H 2.27 -2.58 -3.72  0.17
H 3.22 -2.38 -2.24  0.18
H 0.57 -3.09 1.68  0.20
H 2.16 -2.58 2.23  0.20
H 1.60 -4.91 0.30  0.21
H 2.07 -5.06 2.01  0.22
H 3.21 -4.39 0.83  0.20
H -2.26 -3.70 -0.73  0.19
H -1.09 -4.05 -2.00  0.19
H -2.51 -1.37 -1.59  0.21
H -2.88 -2.56 -2.85  0.21
H -1.33 -1.70 -2.86  0.21

Output
HOMO energy = -7.230 eV
E_LUMO = -0.33 eV
Total energy = -2894.7142 Eh


Record 2
DFT (ωB97M-V with the def2-TZVPD basis set) results for a single C25H31ClFN5O2 molecule.

Last column: natural (NBO) charge in e.
Cartesian coordinates (Å):
O -5.76 -1.69 0.52  -0.63
C -4.76 -1.00 0.64  0.66
N -4.24 -0.25 -0.34  -0.64
H -3.40 0.31 -0.21  0.44
C -4.85 -0.13 -1.64  -0.22
C -3.80 0.04 -2.73  -0.41
C -3.00 1.34 -2.57  -0.22
N -2.17 1.29 -1.38  -0.48
C -1.99 2.54 -0.66  -0.25
C -0.95 3.47 -1.31  -0.22
N 0.32 2.78 -1.44  -0.46
C 1.24 2.80 -0.40  0.25
C 1.46 3.99 0.32  -0.25
C 2.40 4.07 1.32  -0.26
C 3.17 2.95 1.61  0.35
C 3.00 1.78 0.92  -0.26
C 2.04 1.70 -0.07  -0.30
H 1.93 0.76 -0.58  0.22
H 3.61 0.91 1.15  0.23
F 4.10 3.02 2.60  -0.33
H 2.56 4.99 1.86  0.23
H 0.89 4.88 0.09  0.21
C 0.14 1.58 -2.23  -0.23
H 1.10 1.07 -2.38  0.21
C -0.88 0.64 -1.57  -0.25
H -1.02 -0.26 -2.17  0.20
H -0.52 0.36 -0.58  0.22
H -0.22 1.90 -3.21  0.19
H -0.85 4.37 -0.72  0.21
H -1.28 3.75 -2.32  0.19
H -2.95 3.05 -0.58  0.20
H -1.64 2.28 0.35  0.24
H -2.41 1.51 -3.49  0.18
H -3.70 2.17 -2.47  0.20
H -4.30 0.05 -3.70  0.21
H -3.12 -0.81 -2.71  0.20
H -5.53 0.74 -1.65  0.18
H -5.46 -1.02 -1.81  0.23
C -3.98 -0.91 1.96  -0.30
N -2.67 -1.47 1.87  -0.43
C -1.53 -0.74 1.76  0.80
O -1.44 0.47 1.77  -0.68
N -0.48 -1.62 1.60  -0.45
C 0.88 -1.22 1.87  -0.24
C 1.86 -1.70 0.83  -0.04
C 3.20 -1.83 1.15  -0.16
C 4.13 -2.22 0.20  -0.24
C 3.70 -2.51 -1.08  -0.05
C 2.36 -2.40 -1.42  -0.22
C 1.45 -1.99 -0.47  -0.22
H 0.41 -1.90 -0.73  0.23
H 2.04 -2.62 -2.43  0.23
Cl 4.85 -3.00 -2.28  0.01
H 5.17 -2.32 0.46  0.23
H 3.53 -1.61 2.16  0.21
H 0.87 -0.12 1.88  0.26
H 1.19 -1.57 2.86  0.19
C -0.90 -2.99 1.82  -0.21
H -0.59 -3.33 2.82  0.18
C -2.43 -2.89 1.72  -0.21
H -2.80 -3.24 0.75  0.19
H -2.95 -3.45 2.50  0.21
H -0.47 -3.66 1.07  0.21
H -3.86 0.14 2.24  0.24
H -4.55 -1.44 2.73  0.22

Output
HOMO energy = -7.391 eV
SMILES = O=C(CN1CCN(Cc2ccc(Cl)cc2)C1=O)NCCCN1CCN(c2ccc(F)cc2)CC1
E_LUMO = 0.55 eV
Total energy = -1955.6275 Eh


Record 3
DFT (ωB97M-V with the def2-TZVPD basis set) results for a molecular structure, C25H31ClN2O5P2STeTi.

Last column: Mulliken spin population.
Cartesian coordinates (Å):
Ti -0.14 0.33 -0.30  0.03
C -1.92 -0.37 2.16  0.00
C -1.87 -0.49 0.64  0.00
C -3.15 -0.34 -0.04  0.00
C -3.48 -1.08 -1.10  0.00
C -2.59 -2.11 -1.59  0.00
C -2.93 -2.93 -2.67  0.00
C -2.08 -3.94 -3.08  0.00
C -0.91 -4.18 -2.37  0.00
C -0.55 -3.41 -1.26  0.00
S 0.80 -4.01 -0.29  0.00
C -1.37 -2.31 -0.91  0.00
N -0.98 -1.44 0.11  0.01
H -1.88 -1.36 2.61  0.00
H -2.85 0.10 2.47  0.00
H -1.09 0.21 2.57  0.00
H -3.83 0.41 0.35  0.00
H -4.43 -0.95 -1.60  0.00
H -3.87 -2.75 -3.19  0.00
H -2.33 -4.56 -3.93  0.00
H -0.26 -4.99 -2.66  0.00
C 3.63 -3.23 0.47  0.00
P 2.15 -2.20 0.47  -0.01
C 2.01 -1.51 -1.24  0.00
C 1.29 -2.40 2.08  0.01
H 4.07 -3.20 1.47  0.00
H 4.36 -2.82 -0.22  0.00
H 3.35 -4.24 0.20  0.00
H 2.78 -0.76 -1.37  0.00
H 1.08 -1.10 -1.62  0.00
H 2.16 -2.40 -1.85  0.00
H 1.82 -1.86 2.87  0.00
H 1.26 -3.47 2.28  0.00
H 0.27 -2.04 1.99  0.00
C -3.49 1.06 -4.14  0.00
C -4.04 1.95 -3.04  0.00
O -3.18 2.14 -1.90  0.00
P -1.57 2.12 -1.97  0.00
O -1.08 0.68 -2.08  0.00
Te -0.84 3.84 -3.36  0.00
O -1.25 2.27 -0.38  0.00
C -0.91 3.49 0.33  0.00
C -2.14 4.03 1.01  0.00
H -4.30 0.83 -4.85  0.00
H -3.11 0.13 -3.74  0.00
H -2.69 1.56 -4.69  0.00
H -4.95 1.52 -2.62  0.00
H -4.28 2.94 -3.43  0.00
H -0.50 4.19 -0.39  0.00
H -0.13 3.21 1.03  0.00
H -2.89 4.33 0.28  0.00
H -1.88 4.91 1.61  0.00
H -2.58 3.28 1.67  0.00
O 5.26 -1.08 1.24  0.17
C 4.28 -0.39 1.53  0.06
N 2.96 -0.63 1.10  0.01
C 2.14 0.36 1.61  0.30
O 0.87 0.42 1.34  0.10
C 2.89 1.24 2.42  0.01
C 2.55 2.40 3.15  0.08
C 3.55 3.05 3.82  -0.04
C 4.89 2.59 3.79  0.14
C 5.23 1.47 3.06  -0.08
C 4.23 0.79 2.37  0.19
H 1.53 2.76 3.17  0.02
H 3.32 3.94 4.40  0.00
H 5.65 3.14 4.33  0.01
H 6.25 1.11 3.01  0.00
Cl 1.69 1.75 -1.16  -0.01

Output
HOMO energy (spin up / spin down) = -3.439 / -4.590 eV
Spin multiplicity = 2
E_LUMO (spin up / spin down) = 2.40 / 2.36 eV
Total energy = -4115.8351 Eh
Net charge = -1
<S²> = 0.771


Computed maximum force (eV/Å) in order:
0.543 0.584 0.496